Model a:
The following is a quantum chemistry calculation of a 11-piece molecular cluster, C4H30N2O12 overall, from the Open Molecules 2025 dataset.

Geometry (Å):
O1 0.34039 -4.76365 -0.37230
H1 2.05815 -0.53470 -1.88163
C1 -1.35673 1.91725 -0.85074
O2 0.73652 2.84604 0.01701
H2 1.75767 -1.69833 0.43292
H3 -2.05800 0.28795 4.72650
H4 -2.25710 -1.47751 1.75842
O3 1.67574 -1.24774 1.27914
O4 3.90394 -3.13186 0.35863
N1 -1.01898 0.67803 -0.11636
H5 3.32547 1.81300 -0.93649
N2 -1.51542 -1.24072 1.14824
H6 0.82894 -0.78880 -3.40774
H7 0.93578 0.44206 2.27471
H8 -1.75643 -1.23032 -0.91235
H9 0.34072 -4.23229 -1.12379
H10 3.21201 -3.89676 0.28470
O5 4.55364 -2.23185 -2.02214
H11 -0.56262 -4.73350 -0.01189
H12 -0.06709 0.33997 -0.28732
H13 -1.21598 0.22120 3.51956
O6 -3.00564 3.69116 -1.12680
H14 -0.80169 -0.79134 1.68042
O7 -3.94423 1.77700 2.96791
H15 0.76246 -1.54036 1.60295
H16 4.18471 -2.64250 -1.15653
H17 -3.70493 1.34288 2.14826
H18 -2.99306 2.63207 0.51754
O8 2.74607 0.96896 -0.83267
O9 -2.01914 -0.16742 3.88122
C2 -1.92209 -0.44687 -0.01025
H19 -2.99468 -0.20428 -0.05728
H20 1.91467 1.39540 -0.47515
H21 -0.24214 1.12675 1.65749
H22 -3.50351 1.67286 -0.86526
C3 -0.39565 3.08442 -0.38282
O10 0.03318 0.77254 2.45481
H23 3.69450 -2.38603 0.91305
H24 5.11217 -1.57346 -1.61687
O11 0.03546 -0.71152 -3.89331
H25 -3.59213 1.32700 3.67754
H26 0.12128 -1.21933 -4.68436
C4 -2.79892 2.42137 -0.51429
H27 -3.49146 3.67942 -1.96054
O12 2.04324 -1.46361 -2.37371
H28 2.99488 -1.74903 -2.62258
H29 -0.77988 4.04168 -0.60424
H30 -1.43502 1.75372 -1.96700

Properties
2S+1 = 2
Molecular weight = 298.3 g/mol
Highest occupied orbital energy (alpha / beta) = -13.149 / -13.149 eV
Net charge = +1
LUMO (alpha / beta) = -3.6 / -8.8 eV
HOMO-LUMO gap (alpha / beta) = 9.6 / 4.3 eV

For reference, the Löwdin charges in units of e are: atom 1 (O): -0.03, atom 2 (H): 0.06, atom 3 (C): -0.18, atom 4 (O): 0.06, atom 5 (H): 0.02, atom 6 (H): 0.07, atom 7 (H): 0.10, atom 8 (O): -0.06, atom 9 (O): -0.05, atom 10 (N): 0.05, atom 11 (H): 0.12, atom 12 (N): 0.19, atom 13 (H): -0.07, atom 14 (H): 0.08, atom 15 (H): 0.24, atom 16 (H): -0.01, atom 17 (H): 0.14, atom 18 (O): -0.09, atom 19 (H): 0.05, atom 20 (H): 0.13, atom 21 (H): -0.01, atom 22 (O): -0.03, atom 23 (H): 0.03, atom 24 (O): -0.01, atom 25 (H): 0.07, atom 26 (H): 0.02, atom 27 (H): 0.00, atom 28 (H): 0.11, atom 29 (O): -0.11, atom 30 (O): -0.06, atom 31 (C): -0.13, atom 32 (H): 0.15, atom 33 (H): 0.01, atom 34 (H): -0.02, atom 35 (H): 0.12, atom 36 (C): -0.08, atom 37 (O): 0.00, atom 38 (H): 0.04, atom 39 (H): 0.04, atom 40 (O): -0.06, atom 41 (H): -0.04, atom 42 (H): 0.03, atom 43 (C): -0.20, atom 44 (H): 0.12, atom 45 (O): -0.16, atom 46 (H): 0.06, atom 47 (H): 0.12, atom 48 (H): 0.19

Model b:
The following is a quantum chemistry calculation of a 11-piece molecular cluster, C4H30N2O12 overall, from the Open Molecules 2025 dataset.

Geometry (Å):
H1 -0.48753 -0.53350 -3.35136
O1 1.10586 -0.93489 0.29134
H2 2.67342 3.05264 -1.96615
C1 0.62282 0.19284 0.48372
C2 2.44525 0.34473 2.38118
O2 2.22315 2.86265 -2.78958
O3 1.87624 -0.15906 -3.14454
O4 -1.22177 -0.89677 3.08920
H3 1.64595 -2.25994 -1.46166
H4 -2.68449 -1.12298 -0.12534
H5 2.42509 -0.43531 -2.42267
O5 -3.39687 -0.46119 0.00598
H6 -4.16397 -0.89257 -0.38680
H7 -1.68906 -0.46058 3.81645
H8 -1.63635 -1.36376 -3.75444
H9 -1.97272 -1.45285 2.83593
O6 1.93386 -0.24770 3.55456
H10 3.14251 -3.16792 1.50644
H11 2.23153 -3.51095 -0.80125
H12 3.21748 1.04007 2.71120
H13 -0.43435 -2.32975 -0.62648
O7 -2.85408 1.09575 2.36536
H14 2.73166 2.20553 -3.26656
H15 1.14958 -0.78982 3.38209
N1 -0.15086 0.68643 -0.47954
H16 3.00516 -0.38842 1.80065
C3 -0.87010 1.97920 -0.42000
H17 1.78872 1.91836 1.14575
H18 -3.28569 0.76945 -1.72031
H19 0.70503 1.84342 3.40157
O8 -1.33375 -2.07354 -0.85357
O9 2.30126 -3.15292 1.05446
H20 -1.30843 -1.79027 -1.78690
H21 -1.01942 2.11877 -1.48482
C4 1.28949 1.01237 1.55150
H22 -4.01746 2.03259 -2.35529
O10 -3.18740 1.67868 -2.03072
H23 -2.46186 1.97786 2.26498
H24 -1.72062 2.15392 0.22500
H25 2.11064 -0.81352 -3.81723
H26 -0.38622 0.89447 2.60160
H27 -0.18348 2.82214 -0.25174
H28 2.07782 -2.22120 0.90802
O11 -1.40946 -0.65237 -3.13802
N2 0.35404 1.59044 2.47192
O12 2.07712 -3.09222 -1.67179
H29 -2.68945 0.83749 1.43652
H30 -0.56828 0.09422 -1.17864

Properties
2S+1 = 2
Molecular weight = 298.3 g/mol
Highest occupied orbital energy (alpha / beta) = -13.483 / -13.483 eV
Net charge = +1
LUMO (alpha / beta) = -3.3 / -8.6 eV
HOMO-LUMO gap (alpha / beta) = 10.1 / 4.9 eV

For reference, the Löwdin charges in units of e are: atom 1 (H): 0.03, atom 2 (O): 0.01, atom 3 (H): 0.02, atom 4 (C): -0.40, atom 5 (C): -0.14, atom 6 (O): -0.05, atom 7 (O): -0.03, atom 8 (O): -0.05, atom 9 (H): -0.03, atom 10 (H): 0.01, atom 11 (H): 0.02, atom 12 (O): -0.06, atom 13 (H): 0.07, atom 14 (H): 0.06, atom 15 (H): 0.09, atom 16 (H): 0.08, atom 17 (O): -0.03, atom 18 (H): 0.06, atom 19 (H): 0.02, atom 20 (H): 0.14, atom 21 (H): 0.04, atom 22 (O): -0.06, atom 23 (H): 0.02, atom 24 (H): 0.09, atom 25 (N): 0.12, atom 26 (H): 0.13, atom 27 (C): -0.04, atom 28 (H): 0.20, atom 29 (H): 0.00, atom 30 (H): 0.18, atom 31 (O): -0.06, atom 32 (O): -0.05, atom 33 (H): 0.01, atom 34 (H): 0.09, atom 35 (C): -0.18, atom 36 (H): 0.05, atom 37 (O): -0.06, atom 38 (H): 0.04, atom 39 (H): 0.07, atom 40 (H): 0.07, atom 41 (H): 0.09, atom 42 (H): 0.09, atom 43 (H): -0.02, atom 44 (O): -0.02, atom 45 (N): 0.35, atom 46 (O): -0.07, atom 47 (H): 0.00, atom 48 (H): 0.10

Stability summary: most stable model b, least stable model a.